A structure of composition C44H117AlF6N23O13P6S2 in a non-equilibrium geometry. Source: the Open Molecules 2025 dataset; level of theory: the ωB97M-V functional and the def2-TZVPD basis.

Each line ends with the Löwdin charge.
CARTESIAN COORDINATES (ANGSTROEM)
Al1 0.64940 -1.10001 4.93070  1.002
N1 -3.56972 -1.23032 5.47876  -0.601
O1 -2.32823 -1.14288 5.23808  -0.036
O2 -4.21144 -0.27066 5.78866  0.135
O3 -4.13621 -2.28356 5.46845  0.165
C1 0.58882 0.47494 0.05515  -0.552
F1 1.91232 0.21783 0.32730  0.076
F2 0.28791 1.70459 0.34543  0.111
F3 0.22451 0.13021 -1.24889  0.066
S1 -0.47981 -0.63537 1.27176  0.638
O4 -1.66632 -1.12095 0.58789  -0.312
O5 0.41327 -1.68371 1.67440  -0.366
N2 -0.66776 0.34586 2.72686  -0.301
S2 -2.03776 1.07335 2.39562  0.532
O6 -2.02988 1.63434 1.05226  -0.348
O7 -3.15863 0.27117 2.74240  -0.282
C2 -1.89043 2.67057 3.52967  -0.612
F4 -3.10627 3.03442 3.86026  0.162
F5 -1.12471 2.35520 4.60060  0.092
F6 -1.14414 3.61162 2.93434  0.106
O8 1.58286 1.84373 5.48166  -0.400
P1 2.46647 3.08124 5.33525  0.672
N3 4.06722 2.92862 6.01485  -0.295
C3 5.05701 2.05865 5.34281  -0.122
C4 4.26002 2.95691 7.53689  -0.076
N4 1.84067 4.54270 6.04891  -0.301
C5 0.49849 4.59805 6.54158  -0.139
C6 2.49996 5.85569 5.98243  -0.112
N5 2.78507 3.46087 3.72008  -0.310
C7 3.70424 4.48438 3.31987  -0.128
C8 1.83715 3.25423 2.68039  -0.128
H1 5.99887 2.55873 5.11715  0.078
H2 4.56418 1.71502 4.43335  0.045
H3 5.22363 1.22619 6.02645  0.078
H4 3.87785 3.89317 7.94363  0.064
H5 5.30246 3.06003 7.83821  0.076
H6 3.80161 2.05013 7.93149  0.079
H7 -0.25637 4.90456 5.81747  0.075
H8 0.19371 3.62820 6.93477  0.076
H9 0.45909 5.26315 7.40424  0.082
H10 2.49588 6.34609 6.95587  0.081
H11 3.50733 5.81507 5.56812  0.065
H12 1.92117 6.47634 5.29841  0.080
H13 4.66492 4.40031 3.82793  0.079
H14 3.89285 4.47127 2.24639  0.084
H15 3.20809 5.44766 3.43836  0.072
H16 1.35324 4.21796 2.52179  0.089
H17 1.04874 2.62014 3.08590  0.048
H18 2.16801 2.74539 1.77502  0.068
O9 -4.02097 -3.95405 -4.49448  -0.313
P2 -2.64587 -3.29598 -4.44465  0.687
N6 -1.51959 -3.98345 -5.61794  -0.309
C9 -1.79929 -3.68529 -6.99372  -0.153
C10 -0.83095 -5.32427 -5.42515  -0.064
N7 -1.79696 -3.55030 -2.97207  -0.274
C11 -2.37068 -4.19365 -1.82300  -0.088
C12 -0.55005 -2.86891 -2.67791  -0.104
N8 -2.61838 -1.55855 -4.62057  -0.261
C13 -3.53823 -0.65379 -3.94524  -0.083
C14 -1.43919 -0.88675 -5.17301  -0.123
H19 -0.88409 -3.86573 -7.55758  0.082
H20 -2.16749 -2.66840 -7.12960  0.073
H21 -2.52660 -4.38369 -7.40769  0.087
H22 -0.28290 -5.27617 -4.48419  0.064
H23 -0.14571 -5.48757 -6.25695  0.077
H24 -1.49141 -6.18897 -5.36042  0.081
H25 -2.68769 -5.22399 -1.98426  0.098
H26 -1.97776 -3.90064 -0.84942  0.093
H27 -3.24922 -3.56538 -1.67619  0.078
H28 -0.64020 -1.84454 -2.31648  0.065
H29 -0.04016 -3.33987 -1.83749  0.088
H30 0.13131 -2.88453 -3.52856  0.076
H31 -3.24814 0.37726 -4.14743  0.093
H32 -4.58519 -0.66815 -4.24819  0.058
H33 -3.59243 -0.94435 -2.89608  0.071
H34 -0.86980 -0.37835 -4.39492  0.075
H35 -1.75761 -0.13872 -5.89906  0.090
H36 -0.74312 -1.58599 -5.63633  0.067
O10 5.40271 -4.85167 -2.18792  -0.280
P3 5.45672 -3.61808 -2.98765  0.590
N9 4.37614 -3.65826 -4.30310  -0.295
C15 4.05090 -2.54286 -5.18885  -0.133
C16 4.09306 -4.95781 -4.96286  -0.096
N10 7.01608 -3.39863 -3.68981  -0.323
C17 8.15151 -4.11360 -3.14507  -0.121
C18 7.42373 -2.23566 -4.41549  -0.128
N11 5.10274 -2.13151 -2.18357  -0.289
C19 6.02271 -1.70714 -1.18767  -0.142
C20 3.75010 -2.00938 -1.63227  -0.099
H37 4.27610 -1.63981 -4.62148  0.058
H38 3.00338 -2.45939 -5.47838  0.074
H39 4.68300 -2.59131 -6.07553  0.081
H40 3.08329 -4.91441 -5.37100  0.067
H41 3.99997 -5.77184 -4.24398  0.075
H42 4.80563 -5.15503 -5.76376  0.084
H43 8.33044 -3.98762 -2.07726  0.080
H44 8.07866 -5.17868 -3.36506  0.082
H45 8.99984 -3.80148 -3.75417  0.080
H46 6.56482 -1.69880 -4.81819  0.066
H47 8.05652 -1.71772 -3.69479  0.081
H48 8.04119 -2.50220 -5.27327  0.086
H49 5.69047 -0.72021 -0.86565  0.074
H50 6.09503 -2.40108 -0.35023  0.067
H51 7.05676 -1.74938 -1.52980  0.078
H52 3.12498 -1.60566 -2.42872  0.073
H53 3.67633 -1.22253 -0.88160  0.069
H54 3.44553 -2.98829 -1.26204  0.051
O11 2.41442 -3.25826 4.07112  -0.442
P4 3.37224 -4.28943 3.45639  0.692
N12 3.83409 -5.66951 4.39689  -0.287
C21 4.07933 -5.61000 5.81509  -0.141
C22 4.41425 -6.95310 3.76859  -0.045
N13 4.95450 -3.66734 3.05929  -0.291
C23 5.77529 -3.08718 4.14240  -0.101
C24 5.78411 -4.20925 1.99037  -0.109
N14 2.81158 -4.92946 1.96175  -0.281
C25 1.73242 -5.95772 2.02887  -0.093
C26 2.69698 -4.03180 0.84865  -0.155
H55 5.14757 -5.60622 6.03175  0.085
H56 3.45292 -6.31862 6.35692  0.088
H57 3.65117 -4.68439 6.19982  0.073
H58 4.51351 -7.73072 4.52592  0.087
H59 5.39951 -6.75470 3.34669  0.057
H60 3.79558 -7.17450 2.89892  0.056
H61 6.37082 -3.85135 4.64190  0.082
H62 6.33010 -2.24247 3.73405  0.070
H63 5.07774 -2.64635 4.85457  0.075
H64 5.19765 -4.32277 1.07863  0.062
H65 6.60195 -3.52836 1.75450  0.078
H66 6.21017 -5.15345 2.32958  0.069
H67 1.68426 -6.61047 1.15726  0.090
H68 1.86738 -6.54487 2.93724  0.062
H69 0.73926 -5.52786 2.15904  0.084
H70 1.67752 -3.65724 0.75644  0.069
H71 2.85686 -4.49207 -0.12638  0.078
H72 3.33658 -3.15058 0.89830  0.065
O12 -7.01968 2.65810 -2.88732  -0.260
P5 -7.07207 1.29388 -2.33422  0.548
N15 -7.26395 0.06303 -3.55602  -0.254
C27 -7.64982 -1.28234 -3.20804  -0.107
C28 -7.07981 0.44664 -4.94551  -0.085
N16 -8.35065 0.99612 -1.30407  -0.287
C29 -9.71243 0.97886 -1.98288  -0.063
C30 -8.35271 1.60471 0.04533  -0.082
N17 -5.70895 0.78784 -1.50427  -0.220
C31 -5.48768 -0.49130 -0.84739  -0.075
C32 -4.68091 1.77550 -1.06862  -0.066
H73 -7.65312 -1.41271 -2.12587  0.074
H74 -6.88969 -1.96161 -3.59389  0.088
H75 -8.54413 -1.63969 -3.71854  0.095
H76 -7.57949 1.41148 -5.03217  0.077
H77 -7.62809 -0.19158 -5.63845  0.099
H78 -6.03584 0.61730 -5.20840  0.076
H79 -9.75990 1.70205 -2.79704  0.081
H80 -9.94157 0.00234 -2.40950  0.064
H81 -10.49992 1.08195 -1.23634  0.081
H82 -8.02619 2.64264 -0.01939  0.081
H83 -9.38730 1.57739 0.38735  0.081
H84 -7.72362 1.10633 0.78286  0.060
H85 -5.32625 -1.25036 -1.61281  0.067
H86 -4.58882 -0.52122 -0.23154  0.095
H87 -6.41003 -0.78381 -0.34559  0.082
H88 -4.71197 2.67859 -1.67817  0.049
H89 -3.68523 1.33317 -1.10118  0.083
H90 -4.80773 2.00831 -0.01136  0.092
O13 -1.47583 7.50418 -1.30432  -0.278
P6 -2.35428 6.31294 -1.29873  0.576
N18 -1.64536 4.86474 -1.83872  -0.273
C33 -1.12712 4.71089 -3.23813  -0.086
C34 -0.72600 4.16578 -0.88099  -0.099
N19 -3.85934 6.49256 -2.18322  -0.245
C35 -4.33543 7.80027 -2.67909  -0.101
C36 -4.86929 5.45701 -2.42962  -0.113
N20 -2.89820 5.93496 0.22501  -0.265
C37 -2.59964 6.67368 1.45578  -0.083
C38 -3.72926 4.76125 0.56930  -0.089
H91 -0.21866 5.29947 -3.36609  0.082
H92 -1.84969 4.83421 -4.04484  0.078
H93 -0.87218 3.65345 -3.30831  0.061
H94 0.25553 4.62737 -0.77319  0.090
H95 -0.59022 3.13541 -1.20965  0.057
H96 -1.08922 4.08414 0.14346  0.060
H97 -5.25767 8.14220 -2.20934  0.089
H98 -3.50831 8.50890 -2.63651  0.074
H99 -4.51928 7.80771 -3.75345  0.082
H100 -5.52285 5.29551 -1.57237  0.078
H101 -5.48614 5.70643 -3.29298  0.089
H102 -4.38908 4.52061 -2.71358  0.060
H103 -2.10737 6.15793 2.28026  0.082
H104 -1.95219 7.49151 1.13946  0.074
H105 -3.49419 7.19613 1.79478  0.091
H106 -4.76470 5.09490 0.63731  0.089
H107 -3.41235 4.29454 1.50196  0.070
H108 -3.73455 3.97693 -0.18761  0.044
C39 2.43116 2.36811 -2.69818  -0.037
C40 3.25996 2.25627 -1.42864  -0.227
N21 3.96711 2.23894 -0.50491  0.148
H109 1.39591 2.08646 -2.50576  0.044
H110 2.90197 1.73070 -3.44661  0.080
H111 2.29501 3.40345 -3.01064  0.079
C41 5.45617 0.10744 1.96762  -0.058
C42 4.12097 -0.30185 2.49167  -0.207
N22 3.05562 -0.58909 2.93342  0.169
H112 6.25014 0.17125 2.71169  0.077
H113 5.45671 1.08547 1.48641  0.060
H114 5.77773 -0.59407 1.19783  0.042
C43 -6.27332 0.65825 3.81167  -0.074
C44 -6.04681 -0.62773 3.22711  -0.312
N23 -5.84347 -1.66142 2.72992  0.154
H115 -6.91084 1.23112 3.13826  0.074
H116 -5.29033 1.11036 3.94366  0.055
H117 -6.59335 0.54148 4.84707  0.091

**Total charge**: +1
**HOMO**: -9.739 eV
**Gap between HOMO and LUMO**: 1.321 eV
**E_LUMO**: -8.42 eV